The following is a DFT calculation (ωB97M-V/def2-TZVPD) of an isolated molecule of C4H7NO3 in a non-equilibrium geometry.

Output
M   117.1 u
E_HOMO   -0.3000 Eh
Max |F|   1.58 eV/Å
Structure (SMILES)   CC(C(N)=O)=C(O)O
ΔE to the lowest compared entry with this formula, charge and spin   198.4 kJ/mol
Energy   -11893.2215 eV
Frontier orbital gap   8.8 eV

Each line ends with the Löwdin charge.
Atoms and positions in Å:
C  -1.18502  -1.11137  -0.20433  -0.056
C  0.80370  0.05717  -1.19826  -0.351
C  0.20271  0.76463  0.94849  -0.524
C  -0.17866  -0.00392  -0.26398  -0.178
N  -0.59734  0.68204  2.04542  0.155
O  1.35618  1.20549  -1.68515  0.114
O  1.38453  -1.08517  -1.65865  0.110
O  1.29840  1.31513  1.04254  0.015
H  2.30312  -0.79190  -1.82525  0.140
H  0.69688  1.91304  -1.56115  0.141
H  -1.47317  0.18781  2.07508  0.088
H  -0.20920  1.07012  2.89593  0.112
H  -0.92148  -1.95265  -0.85321  0.082
H  -1.32651  -1.51718  0.79906  0.069
H  -2.15414  -0.73323  -0.55653  0.082